Entry 1:
{"formula": "C39H41N12O4SSeTc", "method": "wB97M-V/def2-TZVPD", "e_above_lowest_kcal_mol": 15.5, "total_charge": -1, "s2": 1.069, "spin_multiplicity": 2, "lumo_energy_ev": [0.2594, 0.4033], "homo_lumo_gap_ev": [5.390, 5.547], "species": ["Tc", "O", "C", "O", "C", "C", "C", "C", "C", "C", "S", "H", "H", "H", "H", "N", "C", "N", "N", "N", "N", "C", "N", "N", "N", "N", "H", "C", "C", "C", "C", "C", "C", "N", "C", "C", "C", "C", "C", "C", "C", "O", "O", "C", "C", "H", "H", "H", "H", "H", "H", "H", "H", "H", "H", "H", "H", "H", "H", "C", "C", "C", "C", "N", "C", "Se", "N", "C", "C", "C", "C", "C", "C", "C", "C", "C", "C", "H", "H", "H", "H", "H", "H", "H", "H", "H", "H", "H", "H", "H", "H", "H", "H", "H", "H", "H", "H", "H", "H"], "coordinates": [[0.489, 0.999, 0.861], [-2.671, 0.194, -1.659], [-1.739, 0.796, -1.172], [-1.115, 0.400, -0.089], [-1.279, 2.077, -1.817], [-2.264, 2.899, -2.359], [-1.933, 4.067, -3.022], [-0.594, 4.395, -3.199], [0.394, 3.581, -2.678], [0.067, 2.435, -1.946], [1.402, 1.512, -1.245], [-3.295, 2.590, -2.252], [-2.712, 4.714, -3.406], [-0.316, 5.291, -3.742], [1.440, 3.826, -2.818], [0.623, -1.138, 3.527], [-0.321, -0.156, 3.574], [-1.177, 0.029, 4.552], [-1.903, 1.111, 4.165], [-1.516, 1.546, 3.026], [-0.493, 0.754, 2.606], [1.398, -1.408, 2.430], [2.233, -2.412, 2.348], [2.763, -2.321, 1.100], [2.279, -1.325, 0.463], [1.387, -0.712, 1.281], [0.752, -1.712, 4.342], [5.831, 4.906, -4.283], [5.954, 5.199, -2.808], [7.157, 5.692, -2.321], [7.332, 5.908, -0.964], [6.289, 5.668, -0.094], [5.053, 5.210, -0.563], [4.087, 4.961, 0.429], [2.703, 5.004, 0.351], [2.053, 6.005, -0.379], [0.672, 6.072, -0.420], [-0.105, 5.165, 0.285], [0.525, 4.192, 1.041], [1.913, 4.092, 1.079], [2.543, 3.014, 1.907], [3.543, 3.225, 2.566], [1.934, 1.856, 1.895], [4.883, 4.945, -1.934], [3.608, 4.338, -2.455], [6.761, 5.140, -4.799], [5.030, 5.491, -4.741], [5.608, 3.852, -4.458], [7.977, 5.870, -3.008], [8.281, 6.267, -0.586], [6.412, 5.814, 0.973], [4.421, 4.485, 1.257], [2.656, 6.739, -0.900], [0.195, 6.857, -0.995], [-1.186, 5.218, 0.252], [-0.072, 3.507, 1.642], [2.840, 5.101, -2.613], [3.206, 3.612, -1.748], [3.765, 3.820, -3.398], [-2.186, -3.469, -3.644], [-2.917, -4.512, -2.801], [-4.198, -3.966, -2.170], [-3.953, -2.947, -1.057], [-3.512, -3.575, 0.178], [-2.237, -3.574, 0.677], [-0.762, -2.878, -0.126], [-2.292, -4.196, 1.895], [-1.177, -4.328, 2.821], [-0.072, -5.272, 2.351], [-0.558, -6.650, 1.911], [-1.221, -7.462, 3.024], [-3.604, -4.547, 2.186], [-4.192, -5.121, 3.301], [-5.569, -5.313, 3.278], [-6.332, -4.944, 2.173], [-5.743, -4.362, 1.057], [-4.373, -4.164, 1.088], [-1.334, -3.919, -4.157], [-1.807, -2.657, -3.021], [-2.856, -3.042, -4.395], [-2.246, -4.876, -2.017], [-3.180, -5.367, -3.431], [-4.790, -4.794, -1.767], [-4.797, -3.481, -2.948], [-4.879, -2.413, -0.834], [-3.214, -2.202, -1.342], [-1.593, -4.671, 3.768], [-0.749, -3.339, 2.983], [0.641, -5.370, 3.176], [0.464, -4.803, 1.529], [0.308, -7.199, 1.534], [-1.255, -6.538, 1.075], [-0.578, -7.503, 3.908], [-1.409, -8.485, 2.694], [-2.181, -7.030, 3.316], [-3.615, -5.391, 4.175], [-6.057, -5.742, 4.143], [-7.403, -5.101, 2.188], [-6.334, -4.058, 0.202]]}

=====

Entry 2:
{"formula": "C19H32FN10O2S", "method": "wB97M-V/def2-TZVPD", "total_charge": -1, "lumo_energy_ev": 2.4162, "homo_lumo_gap_ev": 5.738, "species": ["C", "C", "C", "C", "C", "N", "N", "N", "S", "O", "O", "F", "H", "H", "H", "H", "H", "H", "H", "H", "H", "H", "H", "C", "C", "N", "H", "H", "H", "C", "C", "N", "H", "H", "H", "C", "C", "N", "H", "H", "H", "C", "C", "N", "H", "H", "H", "C", "C", "N", "H", "H", "H", "C", "C", "N", "H", "H", "H", "C", "C", "N", "H", "H", "H"], "coordinates": [[1.612, -1.499, 0.116], [0.864, -0.553, 0.685], [0.019, 0.323, -0.261], [-1.425, 0.483, 0.369], [-2.579, -0.136, -0.502], [-3.808, -0.260, 0.314], [-2.315, -1.471, -1.020], [-2.897, 0.786, -1.617], [0.752, 1.957, -0.397], [2.160, 1.771, -0.769], [0.640, 2.771, 0.830], [-0.033, 2.733, -1.631], [2.054, -2.338, 0.678], [1.793, -1.503, -0.967], [0.858, -0.448, 1.782], [-1.452, 0.177, 1.440], [-1.612, 1.585, 0.359], [-3.592, -0.906, 1.068], [-4.086, 0.650, 0.671], [-1.470, -1.515, -1.600], [-3.074, -1.629, -1.689], [-3.060, 1.714, -1.234], [-2.130, 0.801, -2.283], [2.417, 4.325, 2.636], [3.100, 4.751, 3.874], [3.630, 5.081, 4.834], [1.843, 5.154, 2.226], [3.150, 4.004, 1.899], [1.742, 3.498, 2.846], [2.778, 4.317, -3.160], [2.624, 5.642, -3.791], [2.505, 6.670, -4.280], [1.985, 4.156, -2.431], [2.724, 3.538, -3.919], [3.741, 4.256, -2.657], [-0.937, -0.973, 5.236], [-1.486, -1.035, 3.870], [-1.902, -1.082, 2.806], [-1.537, -0.299, 5.845], [-0.950, -1.966, 5.684], [0.089, -0.609, 5.205], [-8.010, -0.797, -0.447], [-7.371, -0.441, 0.830], [-6.859, -0.164, 1.813], [-8.555, 0.060, -0.840], [-7.248, -1.096, -1.167], [-8.704, -1.623, -0.296], [4.806, 1.585, 2.154], [4.192, 0.250, 2.234], [3.708, -0.784, 2.296], [4.927, 1.872, 1.110], [4.168, 2.313, 2.652], [5.781, 1.574, 2.640], [0.104, -5.206, -0.909], [-0.029, -3.879, -1.531], [-0.132, -2.847, -2.011], [-0.677, -5.340, -0.161], [0.010, -5.977, -1.671], [1.078, -5.295, -0.433], [2.711, -4.328, -5.011], [2.617, -4.907, -3.661], [2.545, -5.345, -2.608], [1.916, -3.598, -5.153], [3.674, -3.835, -5.135], [2.613, -5.114, -5.758]]}

=====

Entry 3:
{"formula": "C33H52BClCuN6S", "method": "wB97M-V/def2-TZVPD", "total_charge": 0, "s2": 0.790, "spin_multiplicity": 2, "lumo_energy_ev": [0.5926, -0.7896], "homo_lumo_gap_ev": [8.068, 7.144], "species": ["Cu", "C", "C", "C", "C", "N", "N", "B", "N", "N", "C", "C", "C", "C", "C", "C", "C", "C", "N", "N", "C", "C", "C", "C", "C", "C", "C", "C", "C", "C", "C", "C", "H", "H", "H", "H", "H", "H", "H", "H", "H", "H", "H", "H", "H", "H", "H", "H", "H", "H", "H", "H", "H", "H", "H", "H", "H", "H", "H", "H", "H", "H", "H", "H", "H", "H", "H", "H", "H", "H", "H", "H", "Cl", "C", "C", "C", "C", "C", "C", "C", "H", "H", "H", "H", "H", "H", "C", "S", "C", "H", "H", "H", "H", "H", "H"], "coordinates": [[-0.123, 0.013, 0.137], [1.299, -2.490, 4.455], [0.764, -1.259, 3.807], [0.348, -0.088, 4.400], [-0.046, 0.745, 3.342], [0.104, 0.109, 2.189], [0.612, -1.126, 2.475], [1.091, -2.097, 1.370], [2.162, -1.414, 0.477], [1.916, -0.236, -0.166], [3.059, 0.155, -0.714], [4.056, -0.801, -0.465], [3.448, -1.772, 0.300], [4.045, -3.010, 0.877], [3.252, 1.487, -1.401], [1.948, 2.270, -1.486], [3.796, 1.254, -2.815], [4.272, 2.296, -0.590], [-0.082, -2.653, 0.525], [-0.958, -1.856, -0.164], [-1.806, -2.669, -0.784], [-1.484, -4.003, -0.500], [-0.388, -3.950, 0.329], [0.362, -5.085, 0.939], [-2.981, -2.235, -1.628], [-2.832, -2.825, -3.035], [-4.263, -2.779, -0.980], [-3.082, -0.720, -1.725], [-0.557, 2.162, 3.448], [0.357, 2.953, 4.390], [-1.977, 2.137, 4.023], [-0.566, 2.838, 2.080], [1.263, -2.370, 5.537], [0.716, -3.370, 4.188], [2.333, -2.679, 4.166], [0.342, 0.132, 5.452], [1.613, -3.028, 1.903], [5.086, -0.775, -0.770], [5.086, -3.083, 0.569], [4.008, -3.003, 1.966], [3.524, -3.905, 0.537], [1.240, 1.735, -2.113], [1.502, 2.416, -0.502], [2.135, 3.251, -1.928], [3.078, 0.687, -3.408], [3.978, 2.210, -3.308], [4.736, 0.702, -2.789], [3.909, 2.469, 0.424], [5.227, 1.775, -0.521], [4.445, 3.264, -1.064], [-1.988, -4.889, -0.843], [-0.102, -6.022, 0.635], [1.404, -5.100, 0.620], [0.354, -5.034, 2.027], [-2.737, -3.911, -3.004], [-3.708, -2.577, -3.636], [-1.948, -2.416, -3.525], [-4.254, -3.867, -0.925], [-4.377, -2.391, 0.032], [-5.132, -2.474, -1.566], [-2.186, -0.300, -2.179], [-3.938, -0.447, -2.345], [-3.229, -0.274, -0.740], [0.370, 2.522, 5.391], [1.380, 2.969, 4.015], [0.004, 3.982, 4.472], [-1.990, 1.672, 5.010], [-2.364, 3.154, 4.117], [-2.647, 1.575, 3.373], [0.439, 2.890, 1.660], [-1.195, 2.290, 1.384], [-0.959, 3.853, 2.163], [-4.073, 2.094, 0.618], [-3.418, 3.508, -0.146], [-4.051, 4.716, 0.060], [-3.591, 5.860, -0.580], [-2.497, 5.781, -1.441], [-1.869, 4.575, -1.645], [-2.293, 3.388, -0.994], [-1.601, 2.192, -1.208], [-4.911, 4.756, 0.714], [-4.091, 6.803, -0.414], [-2.140, 6.668, -1.947], [-1.014, 4.509, -2.305], [-0.793, 2.169, -1.916], [-1.855, 1.279, -0.690], [0.328, -0.934, -5.022], [0.371, -0.894, -3.221], [1.224, -2.439, -2.886], [1.333, -0.935, -5.442], [-0.188, -0.034, -5.352], [-0.218, -1.803, -5.386], [0.655, -3.288, -3.264], [1.301, -2.520, -1.803], [2.226, -2.435, -3.313]]}

=====

Entry 4:
{"formula": "C23H30N5O4PdS3Se", "method": "wB97M-V/def2-TZVPD", "e_above_lowest_kcal_mol": 28.8, "total_charge": -1, "s2": 2.013, "spin_multiplicity": 3, "lumo_energy_ev": [2.2484, 1.3747], "homo_lumo_gap_ev": [5.277, 6.681], "species": ["Pd", "C", "S", "C", "S", "N", "N", "C", "C", "C", "C", "C", "C", "N", "H", "H", "H", "H", "H", "H", "H", "H", "O", "S", "O", "O", "O", "C", "C", "C", "C", "N", "C", "Se", "N", "C", "C", "C", "C", "C", "C", "C", "C", "C", "C", "H", "H", "H", "H", "H", "H", "H", "H", "H", "H", "H", "H", "H", "H", "H", "H", "H", "H", "H", "H", "H", "H"], "coordinates": [[-6.717, -10.451, 9.442], [-6.472, -15.429, 11.383], [-6.729, -14.960, 9.713], [-7.188, -13.285, 9.933], [-7.593, -12.278, 8.536], [-7.025, -12.736, 11.123], [-7.044, -11.405, 11.159], [-7.302, -10.867, 12.309], [-7.629, -9.430, 12.502], [-7.090, -8.578, 13.523], [-7.324, -7.227, 13.358], [-7.731, -6.792, 12.139], [-8.523, -7.685, 11.316], [-8.443, -8.943, 11.584], [-6.285, -16.546, 11.400], [-7.413, -15.306, 11.916], [-5.607, -15.037, 11.901], [-7.424, -11.561, 13.181], [-6.379, -8.944, 14.218], [-6.948, -6.572, 14.097], [-7.702, -5.764, 11.779], [-9.221, -7.269, 10.508], [-4.984, -7.183, 8.636], [-6.139, -7.995, 9.072], [-5.723, -8.957, 10.223], [-7.379, -7.253, 9.415], [-6.511, -9.122, 7.994], [-9.653, -14.934, 5.821], [-10.544, -14.472, 4.689], [-10.901, -13.005, 5.060], [-11.407, -12.712, 6.519], [-12.472, -11.727, 6.628], [-12.375, -10.457, 7.143], [-11.025, -9.758, 8.079], [-13.596, -9.870, 6.955], [-13.970, -8.533, 7.390], [-14.090, -7.605, 6.180], [-14.847, -6.307, 6.662], [-16.386, -6.578, 6.842], [-14.448, -10.800, 6.351], [-15.709, -10.602, 5.798], [-16.320, -11.723, 5.263], [-15.669, -12.915, 5.209], [-14.278, -13.066, 5.576], [-13.719, -11.997, 6.204], [-8.793, -15.467, 5.344], [-10.261, -15.415, 6.584], [-9.260, -14.050, 6.364], [-11.334, -15.253, 4.664], [-10.091, -14.433, 3.709], [-11.570, -12.553, 4.303], [-9.986, -12.425, 5.120], [-10.612, -12.276, 7.176], [-11.802, -13.651, 7.019], [-13.164, -8.233, 8.040], [-14.855, -8.565, 8.117], [-14.676, -8.161, 5.441], [-13.098, -7.294, 5.799], [-14.699, -5.572, 5.842], [-14.374, -5.986, 7.587], [-16.495, -6.784, 7.960], [-16.619, -7.472, 6.319], [-17.024, -5.737, 6.563], [-16.224, -9.643, 5.910], [-17.300, -11.584, 4.808], [-16.111, -13.839, 4.855], [-13.727, -13.972, 5.237]]}

=====

Entry 5:
{"formula": "C35H44BrO4SeV", "method": "wB97M-V/def2-TZVPD", "e_above_lowest_kcal_mol": 3.4, "total_charge": -1, "s2": 3.757, "spin_multiplicity": 4, "lumo_energy_ev": [2.4035, 2.3991], "homo_lumo_gap_ev": [6.560, 7.421], "species": ["V", "C", "C", "C", "C", "C", "C", "C", "Se", "C", "C", "C", "C", "C", "C", "O", "C", "C", "C", "C", "C", "C", "C", "C", "C", "O", "C", "C", "C", "C", "C", "C", "H", "H", "H", "H", "H", "H", "H", "H", "H", "H", "H", "H", "H", "H", "H", "H", "H", "H", "H", "H", "H", "H", "H", "H", "H", "H", "H", "H", "H", "H", "H", "H", "H", "H", "H", "H", "H", "H", "H", "H", "Br", "C", "C", "C", "C", "C", "C", "C", "O", "O", "H", "H", "H", "H"], "coordinates": [[-1.544, 2.174, 0.364], [3.002, -2.122, -4.217], [3.492, -0.741, -3.758], [4.648, -0.955, -2.780], [4.023, 0.034, -4.970], [2.334, 0.027, -3.120], [2.357, 0.485, -1.817], [1.266, 1.155, -1.273], [1.326, 1.756, 0.543], [0.780, 0.149, 1.456], [1.598, -0.968, 1.424], [1.211, -2.145, 2.044], [-0.011, -2.127, 2.718], [-0.859, -1.029, 2.791], [-0.465, 0.159, 2.120], [-1.227, 1.227, 2.093], [-2.179, -1.206, 3.559], [-3.036, -2.256, 2.834], [-1.867, -1.705, 4.981], [-3.035, 0.058, 3.708], [2.047, -3.423, 2.007], [3.329, -3.245, 1.193], [2.435, -3.833, 3.433], [1.232, -4.553, 1.362], [0.105, 1.411, -2.025], [-0.922, 2.047, -1.513], [0.071, 0.959, -3.376], [1.178, 0.286, -3.866], [-1.170, 1.208, -4.234], [-1.005, 0.683, -5.664], [-1.448, 2.716, -4.327], [-2.383, 0.494, -3.619], [3.823, -2.695, -4.657], [2.213, -2.038, -4.965], [2.602, -2.685, -3.371], [5.446, -1.516, -3.271], [4.329, -1.524, -1.903], [5.066, -0.007, -2.436], [4.838, -0.517, -5.449], [4.400, 1.013, -4.668], [3.242, 0.194, -5.714], [3.224, 0.331, -1.188], [2.537, -0.906, 0.890], [-0.328, -3.040, 3.211], [-2.516, -3.211, 2.739], [-3.295, -1.910, 1.832], [-3.966, -2.427, 3.384], [-1.381, -2.682, 4.982], [-2.793, -1.795, 5.555], [-1.210, -1.003, 5.498], [-3.380, 0.440, 2.750], [-2.491, 0.862, 4.203], [-3.909, -0.199, 4.315], [3.972, -2.472, 1.619], [3.112, -2.972, 0.158], [3.894, -4.181, 1.182], [3.036, -3.054, 3.907], [3.016, -4.759, 3.422], [1.553, -3.995, 4.054], [0.933, -4.279, 0.348], [0.325, -4.766, 1.930], [1.822, -5.472, 1.313], [1.150, -0.063, -4.890], [-0.175, 1.168, -6.184], [-1.918, 0.897, -6.225], [-0.846, -0.397, -5.691], [-0.603, 3.231, -4.790], [-1.622, 3.142, -3.342], [-2.332, 2.889, -4.947], [-2.213, -0.584, -3.584], [-3.272, 0.678, -4.229], [-2.579, 0.849, -2.609], [-1.998, 5.299, -0.054], [-2.318, 4.955, 1.793], [-1.546, 5.674, 2.698], [-1.717, 5.479, 4.057], [-2.677, 4.584, 4.511], [-3.453, 3.893, 3.599], [-3.282, 4.049, 2.222], [-4.156, 3.164, 1.329], [-5.348, 3.103, 1.590], [-3.541, 2.506, 0.420], [-0.812, 6.375, 2.325], [-1.102, 6.029, 4.758], [-2.817, 4.421, 5.572], [-4.218, 3.203, 3.929]]}